# 1
61
Properties=species:S:1:pos:R:3:mulliken_charge:R:1 method="wB97M-V/def2-TZVPD" lumo_energy_ev="0.2 / 0.2" de_lowest_kcal_mol=2.3 spin_multiplicity=6 total_energy_ev=-152739.5303
Mn 0.473 0.313 -1.376 1.57
As 0.792 3.594 0.294 2.06
F 0.112 2.526 1.481 -0.47
F 0.311 2.401 -0.942 -0.61
F 1.447 4.563 -0.959 -0.52
F 1.219 4.748 1.496 -0.52
F 2.293 2.783 0.478 -0.44
F -0.746 4.323 0.090 -0.50
F 0.680 -1.522 -1.932 -0.86
C 1.102 -1.318 4.572 -1.36
C 1.920 -1.766 3.403 0.45
C 1.169 -2.720 2.469 0.00
O 1.582 -2.315 1.179 -0.29
C 1.955 -1.022 1.251 0.40
O 2.002 -0.278 0.328 -0.15
O 2.201 -0.666 2.522 -0.34
H 1.641 -0.669 5.257 0.39
H 0.801 -2.234 5.094 0.38
H 0.191 -0.786 4.287 0.21
H 2.859 -2.161 3.800 0.25
H 0.101 -2.497 2.577 -0.13
H 1.368 -3.773 2.630 0.34
C 6.179 -0.856 -2.879 -1.52
C 5.472 -0.034 -1.825 0.56
C 5.722 1.497 -1.912 -0.56
O 4.428 2.074 -1.915 -0.30
C 3.511 1.115 -2.069 0.50
O 2.351 1.325 -2.224 -0.45
O 4.061 -0.112 -2.095 -0.33
H 6.055 -0.441 -3.878 0.37
H 5.944 -1.904 -2.724 0.35
H 7.269 -0.752 -2.747 0.42
H 5.755 -0.365 -0.826 0.26
H 6.370 1.737 -2.761 0.28
H 6.263 1.871 -1.042 0.32
C -3.222 -2.282 3.564 -1.50
C -3.410 -1.489 2.313 0.57
C -3.488 0.033 2.502 -0.59
O -2.700 0.546 1.444 -0.23
C -1.863 -0.401 1.029 0.27
O -0.876 -0.198 0.392 0.05
O -2.243 -1.610 1.458 -0.34
H -3.015 -3.333 3.347 0.37
H -4.182 -2.300 4.094 0.43
H -2.443 -1.933 4.237 0.28
H -4.258 -1.823 1.716 0.29
H -3.121 0.359 3.478 0.31
H -4.522 0.365 2.418 0.32
C -5.634 0.430 -2.245 -1.40
C -4.526 0.015 -3.195 0.48
C -4.195 1.019 -4.310 -0.46
O -2.798 1.319 -4.098 -0.35
C -2.356 0.691 -3.014 0.43
O -1.258 0.828 -2.564 -0.43
O -3.311 -0.048 -2.438 -0.23
H -5.703 -0.331 -1.469 0.31
H -6.588 0.524 -2.762 0.40
H -5.393 1.390 -1.789 0.37
H -4.765 -0.961 -3.616 0.27
H -4.733 1.963 -4.307 0.29
H -4.252 0.548 -5.290 0.30

# 2
71
Properties=species:S:1:pos:R:3:mulliken_charge:R:1 method="wB97M-V/def2-TZVPD" lumo_energy_ev=-1.6 de_lowest_kcal_mol=0.0 total_energy_ev=-118495.6191
Ba -0.363 -0.843 0.076 1.72
C 1.245 -4.496 0.546 0.76
F 0.905 -5.160 -0.547 -0.23
F 2.214 -5.129 1.181 -0.22
F 1.694 -3.266 0.205 -0.17
S -0.213 -4.227 1.627 0.55
O -0.698 -5.502 1.976 -0.58
O 0.185 -3.342 2.675 -0.63
N -1.166 -3.315 0.635 -0.70
S -2.557 -4.123 0.365 0.85
O -2.424 -5.181 -0.568 -0.67
O -3.233 -4.365 1.599 -0.62
C -3.501 -2.830 -0.535 0.77
F -3.908 -1.883 0.321 -0.20
F -2.707 -2.245 -1.468 -0.22
F -4.546 -3.391 -1.123 -0.21
N -1.771 0.839 -1.467 -0.50
S -3.269 1.254 -1.118 0.96
O -4.310 0.421 -1.581 -0.60
O -3.454 2.645 -0.969 -0.58
F -3.136 0.781 0.431 -0.24
S -1.724 0.989 -3.132 0.87
O -2.390 2.107 -3.660 -0.57
O -1.799 -0.264 -3.762 -0.58
F -0.188 1.377 -3.158 -0.23
C -2.171 -0.975 3.511 -0.95
O -1.398 -0.281 2.529 0.10
C -0.645 0.785 3.053 -0.67
C 0.804 0.421 3.310 -0.71
O 1.330 -0.288 2.206 0.57
C 2.554 -0.938 2.469 -1.06
H -2.772 -0.308 4.131 0.32
H -1.533 -1.581 4.165 0.29
H -2.825 -1.676 2.995 0.21
H -1.056 1.197 3.983 0.49
H -0.730 1.663 2.400 0.08
H 0.920 -0.192 4.209 0.43
H 1.321 1.382 3.439 0.34
H 2.454 -1.660 3.286 0.32
H 3.345 -0.225 2.737 0.34
H 2.874 -1.462 1.572 0.17
C 0.103 -3.057 -2.871 -0.96
O 0.723 -2.015 -2.118 0.49
C 2.083 -1.866 -2.473 -0.97
C 2.655 -0.528 -2.051 -0.70
O 2.144 -0.086 -0.813 0.45
C 2.866 1.037 -0.316 -0.97
H -0.838 -3.312 -2.388 0.12
H 0.722 -3.952 -2.938 0.38
H -0.174 -2.691 -3.865 0.29
H 2.162 -1.962 -3.560 0.47
H 2.640 -2.692 -2.019 0.35
H 2.461 0.247 -2.805 0.39
H 3.746 -0.634 -1.997 0.36
H 3.936 0.808 -0.221 0.44
H 2.476 1.286 0.660 0.01
H 2.773 1.878 -1.007 0.25
C 1.637 5.679 0.410 -0.95
C 1.067 6.408 -0.542 0.19
C -0.026 5.866 -1.435 0.63
O -0.587 6.635 -2.179 -0.61
C -0.298 4.437 -1.351 -0.56
C 0.289 3.697 -0.409 0.86
C 1.324 4.259 0.545 0.24
O 1.855 3.542 1.372 -0.60
O 0.034 2.406 -0.191 0.70
O 1.431 7.659 -0.802 -0.56
H 2.401 6.127 1.032 0.46
H -1.081 4.043 -1.992 0.50
H -0.628 2.041 -0.825 -0.12
H 0.748 8.028 -1.391 0.37